# 1
DFT (ωB97M-V/def2-TZVPD) results for an isolated molecule of C6H8O2.

* SMILES: O[C@@H]1CC=C[C@H]2O[C@H]12
* energy above the lowest of the compared OMol25 structures with the same formula, charge and spin: 160.0 kcal/mol
* orbital gap: 9.799 eV

The geometry in XYZ format:
```
16
Properties=species:S:1:pos:R:3:forces:R:3:mulliken_charge:R:1
O 2.204714 -0.056294 -0.497006 4.6077 0.5729 -5.7275 -0.54
C 1.257182 -0.221464 0.330443 -3.5541 -1.0877 4.7767 0.27
C 0.181019 -1.352374 0.234338 -1.4003 1.4548 -5.6355 -0.76
C -1.233221 -0.803981 -0.160894 -1.3636 -3.8757 -2.6302 0.06
C -1.708520 0.418174 -0.026517 2.3412 2.3233 -1.9117 -0.97
C -0.491846 1.380455 -0.463998 -2.0359 -0.5191 4.4174 -0.34
O 0.414753 2.393354 0.176209 -0.7751 -1.6426 -0.0454 -0.49
C 0.404300 0.990225 0.567484 0.2440 0.8801 3.2581 0.14
H 1.995586 0.374400 -1.376531 -0.0961 -0.6794 1.6666 0.38
H 1.596159 -0.716969 1.260262 1.5328 1.5615 0.0728 0.19
H -0.074723 -1.493264 1.199371 -0.2223 -1.8119 3.3272 0.36
H 0.501023 -2.239745 -0.419300 -0.4679 1.1810 1.4220 0.37
H -1.954896 -1.604735 -0.785245 1.5684 1.8049 2.5772 0.19
H -2.678505 0.693097 -0.208629 -2.3831 0.3713 -0.4116 0.46
H -0.281834 1.277355 -1.440789 0.8721 -0.2693 -3.3014 0.39
H -0.131187 0.961770 1.610798 1.1321 -0.2641 -1.8549 0.28
```
Positions in Å, forces in eV/Å.

=====

# 2
DFT (ωB97M-V/def2-TZVPD) results for an isolated molecule of C2H3N5O.

* SMILES: N/N=c1\nncno1
* energy above the lowest of the compared OMol25 structures with the same formula, charge and spin: 153.8 kcal/mol
* orbital gap: 7.162 eV

The geometry in XYZ format:
```
11
Properties=species:S:1:pos:R:3:forces:R:3:mulliken_charge:R:1
N -1.004177 0.212326 2.096146 2.3442 -0.1962 1.0042 -0.38
N -1.532916 0.213884 0.808939 4.1576 0.5520 1.0614 -0.32
C -0.529664 0.134730 -0.024942 -5.5611 0.1053 -0.1932 0.61
N 0.747646 -0.056970 0.336568 1.2659 1.0126 0.7674 0.02
N 1.667901 -0.320916 -0.433921 1.1132 -1.5820 -1.6599 -0.46
C 1.241808 -0.622981 -1.827407 -3.9667 3.2571 2.9830 0.03
N 0.041958 -0.187213 -2.131034 0.7203 -1.4094 -3.5424 -0.25
O -1.011964 0.307806 -1.325635 4.6641 -1.3229 0.2169 -0.12
H -1.576828 0.673427 2.719825 -2.0315 0.8118 1.1917 0.23
H 0.011180 0.570356 2.371056 -2.5291 -1.1712 -1.8894 0.26
H 1.945056 -0.924449 -2.589596 -0.1770 -0.0571 0.0603 0.37
```
Positions in Å, forces in eV/Å.

=====

# 3
DFT (ωB97M-V/def2-TZVPD) results for the ion C3H10N2 with charge -1.

* energy above the lowest of the compared OMol25 structures with the same formula, charge and spin: 8.8 kcal/mol
* spin multiplicity: 2
* total charge: -1
* orbital gap (spin up / spin down): 3.067 / 9.604 eV

The geometry in XYZ format:
```
15
Properties=species:S:1:pos:R:3:forces:R:3:mulliken_spin:R:1
N 2.030304 0.032029 -1.474253 -0.0801 0.3920 -0.2742 0.29
C 0.580402 0.114633 -1.240858 0.1404 -0.3600 -0.1182 -0.16
C 0.128517 -0.324321 0.137700 0.5431 0.7820 1.0620 1.64
C -1.134294 0.417213 0.598355 -0.0185 -1.0620 -1.2079 -0.35
N -1.808156 -0.123752 1.766403 0.0315 0.5170 0.5011 0.27
H 2.430122 -0.723381 -0.929840 -0.0838 -0.0339 0.0720 -0.23
H 2.433777 0.893310 -1.115474 0.1506 -0.1877 0.1096 -0.36
H 0.255086 1.137732 -1.443621 0.0835 0.0418 0.0239 0.08
H 0.072163 -0.515840 -1.964494 -0.1317 -0.0373 -0.2966 -0.32
H 0.939538 -0.131728 0.857348 -0.1360 0.0545 -0.0752 0.34
H 0.003128 -1.402044 0.188986 -0.2525 -0.1989 -0.1129 0.70
H -0.927856 1.484475 0.651436 -0.0168 0.0454 0.4964 -0.36
H -1.823382 0.311326 -0.240821 -0.3475 0.1354 -0.0751 0.01
H -1.191093 -0.056319 2.571560 0.0312 -0.0459 0.0330 -0.21
H -1.988254 -1.113332 1.637574 0.0866 -0.0422 -0.1380 -0.35
```
Positions in Å, forces in eV/Å.

=====

# 4
DFT (ωB97M-V/def2-TZVPD) results for a structure of composition C2H2FO2Pt.

* energy above the lowest of the compared OMol25 structures with the same formula, charge and spin: 0.0 kcal/mol
* spin multiplicity: 4
* orbital gap (spin up / spin down): 8.714 / 7.644 eV

The geometry in XYZ format:
```
8
Properties=species:S:1:pos:R:3:forces:R:3:mulliken_spin:R:1
H 1.800338 -1.836112 -0.499718 0.5507 0.9074 1.2597 0.01
O 1.207891 0.146163 -0.170101 5.0232 -1.8111 -0.5029 0.35
C 1.121260 -1.108833 0.023949 -0.1543 -3.2426 -2.4021 0.27
C -0.173766 -1.706355 0.091090 0.7303 -0.7189 1.5621 0.20
O -1.200702 -0.939933 0.101062 -1.6532 -5.7009 -0.0258 0.33
H -0.275620 -2.762147 0.378203 -0.1080 0.2476 -0.5470 0.01
F -1.197113 2.276475 -0.110025 -5.2806 12.1003 -1.2132 0.25
Pt -0.528504 0.771411 0.038944 0.8918 -1.7818 1.8693 1.58
```
Positions in Å, forces in eV/Å.

=====

Max |F| list, top to bottom, in eV/Å: 7.37, 5.94, 1.61, 13.26